[1]
DFT (ωB97M-V with the def2-TZVPD basis set) results for 9 unconnected molecules or ions with the total composition C31H70N8O12S2Si in a non-equilibrium geometry.

XYZ file:
```
124
Properties=species:S:1:pos:R:3:lowdin_charge:R:1
C 0.850 1.543 0.066 -0.005
C -0.407 0.976 0.707 -0.308
C -1.682 1.670 0.260 -0.101
O -1.519 2.350 -1.004 0.023
C -2.688 2.591 -1.627 -0.607
O -2.760 2.460 -2.775 0.134
C -3.909 3.025 -0.848 -0.416
S -5.246 1.809 -1.243 0.560
Si -6.113 1.316 0.669 0.345
O -0.401 -0.432 0.401 -0.016
C -1.315 -1.142 1.115 -0.642
O -1.292 -1.222 2.259 0.185
C -2.337 -1.890 0.275 -0.427
S -1.488 -3.275 -0.548 0.748
H 1.012 1.074 -0.899 0.093
H 1.678 1.221 0.694 0.082
H 0.825 2.622 -0.027 0.090
H -0.334 1.110 1.783 0.150
H -1.955 2.411 1.013 0.137
H -2.523 0.982 0.165 0.116
H -4.270 4.000 -1.148 0.085
H -3.789 3.007 0.231 0.047
H -7.337 0.532 0.438 -0.079
H -5.125 0.488 1.393 -0.093
H -6.488 2.516 1.433 -0.077
H -2.688 -1.208 -0.495 0.080
H -3.112 -2.234 0.948 0.084
H -1.603 -3.000 -1.861 -0.136
C -3.084 1.793 -5.562 -0.022
C -3.684 0.895 -6.615 -0.548
O -4.835 1.018 -7.003 0.027
N -2.886 -0.081 -7.135 -0.002
C -1.506 -0.379 -6.802 -0.082
H -3.827 2.515 -5.241 0.081
H -2.776 1.210 -4.700 0.065
H -2.227 2.332 -5.970 0.090
H -3.343 -0.647 -7.832 0.135
H -0.890 -0.286 -7.698 0.081
H -1.436 -1.404 -6.433 0.079
H -1.128 0.296 -6.041 0.071
C 4.103 -2.922 3.562 -0.009
C 3.162 -1.976 2.854 -0.568
O 3.360 -0.770 2.818 0.014
N 2.074 -2.512 2.246 0.025
C 1.669 -3.907 2.178 -0.067
H 4.919 -2.351 3.995 0.080
H 3.583 -3.448 4.363 0.085
H 4.518 -3.645 2.858 0.082
H 1.490 -1.826 1.791 0.120
H 1.615 -4.204 1.130 0.079
H 0.679 -4.003 2.627 0.084
H 2.362 -4.558 2.701 0.072
C -9.969 1.787 3.156 0.004
C -8.749 1.054 3.656 -0.533
O -7.740 0.926 2.972 -0.076
N -8.804 0.533 4.904 0.012
C -9.912 0.590 5.844 -0.079
H -9.778 2.146 2.148 0.081
H -10.831 1.120 3.132 0.089
H -10.188 2.642 3.796 0.090
H -7.959 0.056 5.180 0.139
H -9.576 1.092 6.754 0.085
H -10.218 -0.429 6.090 0.085
H -10.760 1.125 5.435 0.026
C -14.995 2.244 5.748 -0.007
C -13.797 1.504 6.289 -0.529
O -12.772 1.360 5.636 0.015
N -13.889 0.993 7.543 0.012
C -15.014 1.062 8.459 -0.072
H -14.772 2.591 4.744 0.084
H -15.862 1.584 5.704 0.086
H -15.222 3.109 6.373 0.086
H -13.057 0.511 7.844 0.141
H -14.701 1.567 9.375 0.084
H -15.337 0.051 8.709 0.085
H -15.847 1.603 8.025 0.072
C 6.345 -0.548 -2.441 -0.026
C 5.831 -1.926 -2.110 -0.537
O 6.050 -2.903 -2.816 0.016
N 5.102 -2.048 -0.969 0.017
C 4.751 -0.992 -0.032 -0.070
H 6.910 -0.574 -3.365 0.080
H 5.516 0.144 -2.566 0.078
H 7.001 -0.196 -1.644 0.076
H 4.786 -2.986 -0.783 0.134
H 5.155 -1.247 0.947 0.063
H 3.665 -0.928 0.039 0.076
H 5.147 -0.032 -0.343 0.080
C 5.908 3.849 -4.670 -0.009
C 6.574 3.196 -3.484 -0.533
O 6.839 2.003 -3.462 0.018
N 6.876 3.986 -2.420 0.013
C 6.640 5.409 -2.263 -0.074
H 5.730 3.097 -5.434 0.083
H 4.950 4.282 -4.379 0.085
H 6.550 4.625 -5.089 0.084
H 7.317 3.489 -1.660 0.137
H 7.592 5.916 -2.098 0.083
H 6.000 5.574 -1.395 0.085
H 6.162 5.831 -3.141 0.071
C 9.367 -5.085 -5.635 -0.013
C 8.853 -6.467 -5.307 -0.559
O 9.078 -7.430 -6.025 0.019
N 8.121 -6.606 -4.172 0.003
C 7.757 -5.580 -3.207 -0.083
H 9.930 -5.129 -6.563 0.079
H 8.536 -4.390 -5.762 0.085
H 10.027 -4.727 -4.843 0.082
H 7.807 -7.550 -4.010 0.136
H 8.155 -5.858 -2.228 0.081
H 6.672 -5.519 -3.144 0.075
H 8.145 -4.608 -3.485 0.063
C 7.750 0.080 1.994 -0.009
C 8.334 1.393 1.530 -0.554
O 7.776 2.461 1.723 0.025
N 9.526 1.348 0.873 0.004
C 10.328 0.182 0.551 -0.076
H 6.804 0.262 2.497 0.084
H 7.569 -0.569 1.136 0.069
H 8.427 -0.411 2.696 0.086
H 9.864 2.254 0.589 0.136
H 11.312 0.282 1.013 0.082
H 10.454 0.118 -0.532 0.083
H 9.863 -0.731 0.906 0.071
```

As for the total charge: 0. Its multiplicity is 1. The value obtained for the lowest unoccupied orbital energy is 0.012 Eh. The frontier orbital gap is 0.3394 hartree.



[2]
DFT (ωB97M-V with the def2-TZVPD basis set) results for a single C3H7N3O molecule in a non-equilibrium geometry.

XYZ file:
```
14
Properties=species:S:1:pos:R:3:lowdin_charge:R:1
N -0.872 -0.482 -0.203 -0.287
C -0.233 0.431 -1.041 -0.485
N -0.782 -0.351 1.249 0.142
N -1.909 -1.353 -0.340 -0.049
C 0.991 1.083 -0.512 -0.100
C 2.024 0.449 0.056 0.011
O -0.608 0.552 -2.200 0.042
H -1.171 -1.463 1.373 0.210
H -1.837 -1.711 -1.292 0.011
H 0.079 0.141 1.506 0.122
H -1.623 0.193 1.484 0.145
H 1.051 2.141 -0.744 0.109
H 2.008 -0.622 0.235 0.069
H 2.883 0.992 0.430 0.060
```

The value obtained for the relative energy (zero: lowest compared OMol25 entry of this formula, charge and spin) is 587.9 kJ/mol. As for the total charge: 0. Its multiplicity is 1. The value obtained for the lowest unoccupied orbital energy (spin up / spin down) is 0.012 / 0.012 Eh. The frontier orbital gap (spin up / spin down) is 0.2621 / 0.2621 hartree.



[3]
DFT (ωB97M-V with the def2-TZVPD basis set) results for a single C4H8N2O molecule.

XYZ file:
```
15
Properties=species:S:1:pos:R:3:lowdin_charge:R:1
C -1.021 -0.996 0.571 -0.041
C -0.169 0.110 -0.002 -0.422
C -0.702 0.921 -1.130 -0.140
N -0.626 1.552 0.161 0.057
C 1.513 -0.510 -0.493 -0.517
O 1.487 -1.350 -1.334 0.123
N 2.249 0.185 0.329 0.102
H -2.091 -0.771 0.467 0.083
H -0.820 -1.929 0.035 0.085
H -0.806 -1.158 1.633 0.086
H -0.018 1.313 -1.880 0.115
H -1.674 0.608 -1.511 0.118
H -1.533 1.533 0.627 0.098
H 0.929 0.457 0.630 0.167
H 3.259 0.029 0.302 0.086
```

The value obtained for the relative energy (zero: lowest compared OMol25 entry of this formula, charge and spin) is 486.7 kJ/mol. As for the total charge: 0. Its multiplicity is 1. The value obtained for the lowest unoccupied orbital energy is 0.036 Eh. The frontier orbital gap is 0.3942 hartree.



| no. | E_tot (eV) |
| --- | --- |
| 1 | -99323.63556 |
| 2 | -9736.93979 |
| 3 | -9301.34848 |